Record 1
Formula: CH2N4O2
Source: the Open Molecules 2025 dataset
Level of theory: ωB97M-V/def2-TZVPD

Last column: natural (NBO) charge in e.
CARTESIAN COORDINATES (ANGSTROEM)
C  2.49546  1.25114  -0.07932  0.416
N  3.11842  2.17549  0.12837  -0.310
N  0.03217  0.29324  -0.11195  -0.613
N  1.36777  0.02839  -0.01604  -0.128
N  1.90096  -1.22696  0.00665  0.616
O  3.10941  -1.26917  -0.13212  -0.368
O  1.15044  -2.18436  0.11498  -0.385
H  -0.45930  0.33612  -0.98060  0.383
H  -0.36645  -0.31082  0.58342  0.389

As for the gap between HOMO and LUMO: 0.39557 Ha. As for the spin multiplicity: 1. The calculation puts the energy relative to the best compared isomer or geometry (same formula, charge and spin) at 548.00 kJ/mol.

***

Record 2
Formula: C32H46Cl2F20HfNO22P3S2
Source: the Open Molecules 2025 dataset
Level of theory: ωB97M-V/def2-TZVPD

Last column: Löwdin charge in e.
CARTESIAN COORDINATES (ANGSTROEM)
Hf  10.85622  -29.24990  5.52576  2.197
P  12.01677  -29.29700  8.54272  0.293
F  12.62441  -28.62580  7.22498  -0.174
F  12.03655  -27.86184  9.25286  -0.097
F  10.60047  -28.76284  7.84459  -0.223
F  11.23454  -29.98306  9.78327  -0.083
F  11.77884  -30.50318  7.44898  -0.208
F  13.52247  -29.79350  9.02375  -0.113
P  7.89595  -30.26267  6.17805  0.255
F  9.36281  -30.92289  6.54284  -0.203
F  8.67738  -30.18338  4.78012  -0.196
F  7.36168  -31.71763  5.76598  -0.086
F  6.63328  -29.44617  5.55577  -0.092
F  7.36467  -30.31677  7.71099  -0.091
F  8.66483  -28.84581  6.48900  -0.195
P  9.78505  -27.89340  2.56981  0.227
F  9.24592  -26.41604  2.10343  -0.108
F  9.86171  -27.66940  4.12197  -0.175
F  8.29887  -28.38499  2.83939  -0.096
F  10.34353  -29.37772  3.04811  -0.221
F  9.80216  -28.55551  1.09429  -0.111
F  11.36938  -27.51268  2.37583  -0.131
N  11.64052  -31.19015  4.83598  -0.344
S  11.22783  -32.56894  4.10223  0.523
O  10.53275  -33.46222  4.99313  -0.188
O  11.94583  -32.96102  2.84976  -0.230
F  10.05422  -31.93282  3.25233  -0.179
S  13.13668  -32.10572  5.17036  0.587
O  14.09442  -32.38516  4.11551  -0.235
O  13.11245  -32.98670  6.29895  -0.190
F  13.87467  -30.87948  5.85352  -0.170
Cl  12.03741  -34.82042  10.55671  0.523
C  13.20617  -33.54627  9.95615  -0.627
C  14.58074  -34.16413  9.65712  -0.577
Cl  15.86723  -32.84110  9.72845  0.499
H  13.21216  -32.80119  10.75171  0.057
H  12.77557  -32.96512  9.14070  0.048
H  14.70627  -34.73539  8.73734  0.074
H  14.81570  -34.76314  10.53693  0.050
C  7.90963  -34.43235  6.98067  -0.120
O  7.81194  -35.54994  7.85712  -0.198
C  7.90377  -35.20197  9.30078  -0.159
C  7.81104  -36.41833  10.21991  -0.164
O  8.83025  -37.42552  9.88295  -0.199
C  9.29095  -38.31880  10.88766  -0.118
H  7.18684  -33.62569  7.10291  0.070
H  7.88870  -34.89306  5.99305  0.093
H  8.92854  -34.05627  7.07280  0.070
H  6.97560  -34.63959  9.40240  0.119
H  8.79476  -34.63644  9.57357  0.106
H  6.79985  -36.81714  10.13901  0.120
H  8.01118  -36.04336  11.22362  0.117
H  8.50291  -38.87007  11.40067  0.077
H  9.71773  -37.74051  11.70713  0.074
H  10.01417  -39.02264  10.47576  0.087
C  17.12417  -32.37996  5.80458  -0.052
O  17.59610  -31.01060  5.49105  -0.190
C  18.71494  -31.00236  4.65817  -0.212
C  19.95133  -31.81301  5.17333  -0.142
O  21.11215  -30.98000  4.79667  -0.201
C  22.16891  -31.07256  5.70112  -0.136
H  16.46406  -32.67137  4.98762  0.054
H  16.57310  -32.38957  6.74497  0.060
H  17.84871  -33.19295  5.85149  0.087
H  18.89728  -29.93081  4.57681  0.129
H  18.34743  -31.37443  3.70182  0.108
H  19.96759  -32.80001  4.71110  0.118
H  19.78214  -31.93959  6.24264  0.117
H  22.53548  -32.09599  5.78084  0.084
H  21.80902  -30.68436  6.65395  0.089
H  23.00546  -30.51528  5.27955  0.088
C  10.26861  -25.90835  6.84640  -0.027
O  10.96585  -26.86268  6.00591  -0.312
C  11.99352  -26.16133  5.33546  -0.169
C  13.18749  -27.03040  4.90300  -0.150
O  12.72258  -28.31381  4.55630  -0.312
C  13.48878  -28.82578  3.46326  -0.060
H  9.37424  -26.37246  7.26207  0.098
H  9.99822  -24.90296  6.52366  0.116
H  10.85449  -25.76898  7.75493  0.101
H  12.51848  -25.51538  6.03922  0.144
H  11.60358  -25.64480  4.45841  0.142
H  13.87754  -27.04738  5.74659  0.141
H  13.64918  -26.48275  4.08141  0.151
H  13.00308  -29.70517  3.04031  0.074
H  14.44878  -29.25441  3.75096  0.106
H  13.59135  -28.11897  2.63985  0.109
C  7.95683  -33.37029  -0.82318  0.077
C  8.02800  -32.33139  0.09521  -0.153
C  7.14135  -32.25082  1.34508  -0.319
O  7.26585  -31.42682  2.18634  0.144
C  6.08344  -33.31888  1.31727  0.082
C  6.03239  -34.31275  0.41395  -0.222
C  6.93127  -34.42531  -0.79062  -0.324
O  6.89781  -35.37764  -1.55411  0.106
O  5.03831  -35.23788  0.44817  0.088
O  9.11026  -31.48638  0.07816  0.076
H  8.72327  -33.47375  -1.57701  0.124
H  5.40417  -33.35128  2.15628  0.129
H  5.03540  -35.79910  -0.33070  0.107
H  9.06576  -30.94654  0.87074  0.071
C  13.77907  -32.17014  -1.80855  0.091
C  14.21617  -31.09010  -2.53156  -0.234
C  14.04014  -29.75592  -1.86488  -0.315
O  14.48793  -28.67356  -2.17505  0.109
C  13.26805  -29.74672  -0.54791  0.092
C  12.79219  -30.87060  -0.03341  -0.265
C  13.03413  -32.20657  -0.53058  -0.303
O  12.70494  -33.19444  0.11195  0.136
O  11.93265  -30.92171  0.99219  0.065
O  14.88308  -31.12660  -3.69868  0.108
H  14.05387  -33.07142  -2.33639  0.133
H  12.99458  -28.80239  -0.10086  0.131
H  11.64161  -31.81777  1.17649  0.059
H  14.93032  -30.24012  -4.06408  0.122
C  16.54731  -30.94056  -0.40001  0.085
C  17.23397  -31.80197  -1.26401  -0.185
C  17.71366  -33.12138  -0.86768  -0.350
O  18.31299  -33.86463  -1.57448  0.153
C  17.19118  -33.53679  0.46899  0.087
C  16.58663  -32.73346  1.35580  -0.208
C  16.23775  -31.31166  0.99604  -0.318
O  15.78142  -30.50378  1.76138  0.123
O  16.14775  -33.22546  2.54630  0.080
O  17.48738  -31.38742  -2.54573  0.090
H  16.36759  -29.94655  -0.78218  0.124
H  17.38563  -34.55828  0.76078  0.134
H  15.58835  -32.59959  3.01208  0.043
H  17.98308  -32.04799  -3.03514  0.114

As for the gap between HOMO and LUMO: 0.21501 Ha. As for the spin multiplicity: 1.

***

Record 3
Formula: C5H6O
Source: the Open Molecules 2025 dataset
Level of theory: ωB97M-V/def2-TZVPD

Last column: natural (NBO) charge in e.
CARTESIAN COORDINATES (ANGSTROEM)
C  0.49848  1.14460  1.08519  -0.435
C  -0.99168  0.89589  1.29292  -0.431
C  -0.27291  0.28933  0.16479  -0.038
C  -0.26058  -0.35513  -0.96303  -0.082
C  0.16956  -1.13616  -1.92838  0.084
O  0.79008  -2.32776  -1.64691  -0.672
H  1.17882  0.64540  1.77518  0.221
H  0.94367  -2.31278  -0.68948  0.479
H  0.83964  2.11460  0.73087  0.224
H  -1.66851  1.71446  1.05123  0.227
H  -1.29799  0.25899  2.12133  0.224
H  0.07142  -0.93146  -2.99370  0.198

As for the gap between HOMO and LUMO: 0.34232 Ha. As for the spin multiplicity: 1. The calculation puts the energy relative to the best compared isomer or geometry (same formula, charge and spin) at 286.53 kJ/mol.

***

Number 1: LUMO energy -0.2 eV, HOMO level -11.0 eV. Number 2: LUMO energy -3.4 eV, HOMO level -9.2 eV. Number 3: LUMO energy 0.9 eV, HOMO level -8.4 eV.